Version A
{
  "formula": "C31H28CsN9O2S2",
  "method": "ωB97M-V/def2-TZVPD",
  "gap_ev": 5.186,
  "mol_weight_g_mol": 755.7,
  "charge": -2,
  "multiplicity": 1,
  "species": ["Cs", "C", "C", "N", "C", "S", "N", "N", "C", "C", "C", "C", "C", "C", "C", "N", "H", "H", "H", "H", "H", "H", "H", "H", "H", "H", "H", "H", "H", "N", "C", "N", "C", "N", "N", "C", "C", "C", "C", "C", "C", "N", "C", "C", "C", "C", "C", "C", "H", "H", "H", "H", "H", "H", "H", "H", "H", "H", "H", "O", "C", "O", "C", "C", "C", "C", "C", "C", "S", "H", "H", "H", "H"],
  "xyz": [[-0.060, 0.215, -1.574], [-4.665, 4.312, 5.307], [-3.548, 3.504, 5.965], [-2.350, 3.387, 5.164], [-2.316, 2.550, 4.045], [-1.039, 2.841, 2.918], [-3.244, 1.641, 3.999], [-3.132, 0.713, 2.979], [-3.712, 0.934, 1.866], [-4.490, 2.173, 1.541], [-3.561, -0.115, 0.817], [-3.615, 0.220, -0.539], [-3.414, -0.768, -1.493], [-3.174, -2.062, -1.055], [-3.158, -2.304, 0.310], [-3.347, -1.368, 1.232], [-5.554, 4.348, 5.944], [-4.942, 3.854, 4.357], [-4.343, 5.337, 5.112], [-3.903, 2.495, 6.172], [-3.273, 3.960, 6.921], [-1.832, 4.234, 4.994], [-4.811, 2.648, 2.465], [-5.355, 1.941, 0.916], [-3.848, 2.881, 1.014], [-3.769, 1.246, -0.847], [-3.361, -0.526, -2.547], [-2.976, -2.858, -1.760], [-2.975, -3.307, 0.686], [-0.871, -0.859, 3.210], [-0.187, -0.668, 2.073], [0.887, -1.277, 1.692], [1.423, -2.226, 2.558], [2.505, -2.867, 2.293], [2.996, -2.670, 1.023], [4.110, -2.079, 0.931], [4.734, -1.821, -0.385], [6.012, -1.271, -0.434], [6.576, -1.006, -1.674], [5.845, -1.295, -2.811], [4.575, -1.848, -2.664], [4.032, -2.109, -1.482], [0.733, -2.498, 3.836], [1.188, -3.444, 4.755], [0.500, -3.674, 5.929], [-0.666, -2.955, 6.204], [-1.136, -2.016, 5.312], [-0.435, -1.789, 4.124], [-1.756, -0.328, 3.306], [-0.618, 0.101, 1.442], [4.635, -1.713, 1.818], [6.541, -1.048, 0.484], [7.566, -0.570, -1.745], [6.227, -1.083, -3.801], [3.955, -2.055, -3.531], [2.092, -3.988, 4.514], [0.861, -4.412, 6.635], [-1.207, -3.133, 7.126], [-2.035, -1.444, 5.507], [-0.642, 1.833, -3.959], [-0.882, 0.700, -4.439], [-1.560, -0.193, -3.857], [-0.279, 0.350, -5.779], [-0.919, 0.763, -6.938], [-0.418, 0.449, -8.197], [0.753, -0.294, -8.277], [1.404, -0.700, -7.122], [0.924, -0.388, -5.837], [1.793, -0.902, -4.407], [-1.830, 1.346, -6.847], [-0.932, 0.777, -9.094], [1.165, -0.561, -9.246], [2.320, -1.277, -7.188]]
}



Version B
{
  "formula": "C31H28CsN9O2S2",
  "method": "ωB97M-V/def2-TZVPD",
  "gap_ev": 5.195,
  "mol_weight_g_mol": 755.7,
  "charge": -2,
  "multiplicity": 1,
  "species": ["Cs", "C", "C", "N", "C", "S", "N", "N", "C", "C", "C", "C", "C", "C", "C", "N", "H", "H", "H", "H", "H", "H", "H", "H", "H", "H", "H", "H", "H", "N", "C", "N", "C", "N", "N", "C", "C", "C", "C", "C", "C", "N", "C", "C", "C", "C", "C", "C", "H", "H", "H", "H", "H", "H", "H", "H", "H", "H", "H", "O", "C", "O", "C", "C", "C", "C", "C", "C", "S", "H", "H", "H", "H"],
  "xyz": [[0.652, 0.618, -0.966], [-2.392, 5.247, 4.876], [-1.894, 3.922, 5.449], [-0.797, 3.341, 4.704], [-1.060, 2.679, 3.492], [0.232, 2.694, 2.335], [-2.244, 2.164, 3.373], [-2.448, 1.344, 2.281], [-2.953, 1.846, 1.225], [-3.271, 3.301, 1.042], [-3.161, 0.919, 0.074], [-3.292, 1.411, -1.224], [-3.393, 0.522, -2.280], [-3.408, -0.834, -2.008], [-3.292, -1.233, -0.687], [-3.159, -0.395, 0.336], [-3.252, 5.625, 5.436], [-2.689, 5.113, 3.835], [-1.605, 6.005, 4.906], [-2.705, 3.195, 5.451], [-1.573, 4.060, 6.487], [-0.002, 3.950, 4.576], [-3.228, 3.801, 2.006], [-4.261, 3.428, 0.596], [-2.536, 3.770, 0.385], [-3.245, 2.473, -1.414], [-3.412, 0.884, -3.300], [-3.434, -1.564, -2.803], [-3.269, -2.290, -0.437], [-1.442, -1.388, 3.084], [-0.521, -1.026, 2.168], [0.658, -1.523, 2.022], [1.071, -2.481, 2.949], [2.218, -3.061, 2.907], [3.158, -2.582, 2.022], [2.981, -2.746, 0.780], [3.906, -2.157, -0.210], [3.398, -1.892, -1.479], [4.183, -1.208, -2.395], [5.472, -0.868, -2.019], [5.900, -1.210, -0.743], [5.147, -1.827, 0.159], [0.133, -2.890, 4.025], [0.479, -3.808, 5.012], [-0.423, -4.157, 6.000], [-1.691, -3.578, 6.019], [-2.053, -2.656, 5.057], [-1.140, -2.313, 4.060], [-2.296, -0.841, 3.059], [-0.921, -0.250, 1.531], [2.072, -3.207, 0.388], [2.376, -2.125, -1.750], [3.743, -0.936, -3.344], [6.130, -0.324, -2.684], [6.907, -0.956, -0.423], [1.474, -4.231, 4.979], [-0.142, -4.871, 6.764], [-2.398, -3.843, 6.797], [-3.030, -2.188, 5.066], [1.486, -0.602, -3.437], [0.258, -0.509, -3.670], [-0.649, -0.805, -2.846], [-0.214, 0.016, -5.004], [-0.609, -0.892, -5.977], [-1.080, -0.471, -7.215], [-1.160, 0.896, -7.460], [-0.782, 1.807, -6.487], [-0.301, 1.408, -5.226], [0.135, 2.591, -4.014], [-0.546, -1.953, -5.753], [-1.380, -1.192, -7.968], [-1.527, 1.257, -8.417], [-0.858, 2.871, -6.679]]
}



Energy ordering: version A at the bottom, the next structure 0.064 eV above.



Version A
{
  "formula": "H3NOS",
  "method": "ωB97M-V/def2-TZVPD",
  "gap_ev": [8.557, 9.298],
  "mol_weight_g_mol": 65.1,
  "multiplicity": 1,
  "species": ["N", "O", "S", "H", "H", "H"],
  "xyz": [[1.173, -0.375, 0.358], [-0.715, 0.227, -1.220], [0.484, 0.817, -0.620], [1.554, 0.048, 1.159], [0.206, -0.908, 0.549], [-2.702, 0.191, -0.226]]
}



Version B
{
  "formula": "H3NOS",
  "method": "ωB97M-V/def2-TZVPD",
  "gap_ev": [8.403, 8.182],
  "mol_weight_g_mol": 65.1,
  "multiplicity": 1,
  "species": ["N", "O", "S", "H", "H", "H"],
  "xyz": [[0.471, -0.790, 0.209], [-1.122, 0.892, -0.717], [0.472, 0.692, -0.349], [0.004, -0.732, 2.070], [1.406, -1.091, 0.453], [-1.232, 1.029, -1.665]]
}



Version C
{
  "formula": "H3NOS",
  "method": "ωB97M-V/def2-TZVPD",
  "gap_ev": [7.692, 7.694],
  "mol_weight_g_mol": 65.1,
  "multiplicity": 1,
  "species": ["N", "O", "S", "H", "H", "H"],
  "xyz": [[-0.491, 0.293, 0.392], [1.543, -0.811, -0.025], [0.870, 0.698, -0.242], [-1.556, 0.203, -0.900], [-1.089, 0.956, 0.871], [0.724, -1.339, -0.097]]
}



Energy ordering: version C at the bottom, the next structure 0.199 eV above.



Version A
{
  "formula": "C3H5NOS2",
  "method": "ωB97M-V/def2-TZVPD",
  "gap_ev": 7.913,
  "smiles": "CSC(=S)/C=N/O",
  "mol_weight_g_mol": 135.2,
  "multiplicity": 1,
  "species": ["C", "S", "C", "S", "C", "N", "O", "H", "H", "H", "H", "H"],
  "xyz": [[-2.771, 0.040, 0.189], [-1.279, -0.890, -0.179], [0.104, 0.203, -0.208], [-0.091, 1.821, -0.159], [1.430, -0.458, -0.232], [2.465, 0.250, 0.030], [3.622, -0.371, 0.071], [-3.047, 0.781, -0.490], [-2.680, 0.501, 1.194], [-3.595, -0.636, 0.109], [1.531, -1.573, -0.428], [4.314, 0.331, 0.103]]
}



Version B
{
  "formula": "C3H5NOS2",
  "method": "ωB97M-V/def2-TZVPD",
  "gap_ev": 8.294,
  "mol_weight_g_mol": 135.2,
  "multiplicity": 1,
  "species": ["C", "C", "C", "H", "H", "H", "H", "H", "N", "O", "S", "S"],
  "xyz": [[-0.073, -1.842, 0.122], [-0.827, -0.465, 0.026], [1.444, 0.822, 0.261], [-0.810, -2.607, 0.092], [0.546, -1.699, 1.206], [0.563, -1.917, -0.715], [-1.572, 1.807, -0.618], [1.664, 1.942, 0.909], [0.012, 0.771, -0.149], [-0.569, 2.069, 0.022], [-2.442, -0.316, -0.019], [2.493, -0.344, -0.135]]
}



Energy ordering: version A at the bottom, the next structure 2.258 eV above.